1.
A single C4H7NOS2 molecule. Source: the OMol25 dataset; level of theory: ωB97M-V with the def2-TZVPD basis set.

Atoms and positions in Å:
S (1.4774, 0.4126, 0.2481)
S (-1.2626, 0.5130, -1.0373)
O (-2.1778, -1.5502, 2.1638)
N (-0.4754, -1.4549, 0.7960)
C (2.5056, 1.2692, -1.0462)
C (-1.5622, -0.9611, 1.2998)
C (-2.0892, 0.3675, 0.6606)
C (0.1903, -0.5133, -0.5808)
H (-3.2039, 0.3835, 0.3961)
H (-1.7596, 1.2188, 1.2268)
H (0.5895, -1.2381, -1.3502)
H (-0.2260, -2.4556, 1.0897)
H (2.0561, 2.1950, -1.4889)
H (3.4788, 1.3468, -0.6207)
H (2.4592, 0.4669, -1.7566)

Total charge = 0
SMILES = CS[C@H]1NC(=O)CS1
E_LUMO = 0.4 eV
Spin multiplicity = 1

Atomic partial charges in e from the Mulliken method, atoms 1 to 8: -0.0532, -0.1010, -0.6468, -0.3445, -0.7523, 0.4441, -0.4356, -0.1892

***

2.
A molecular structure, C4H7NOS2. Source: the OMol25 dataset; level of theory: ωB97M-V with the def2-TZVPD basis set.

Atoms and positions in Å:
S (-1.5258, -1.6743, -0.1045)
S (3.4772, -0.4464, -0.1019)
O (-0.5535, 1.9480, 0.1818)
N (1.6402, -0.9187, 0.1148)
C (-1.4206, -0.1196, -1.1428)
C (-0.4040, 0.5597, -0.0510)
C (-0.9813, -0.4536, 1.1306)
C (1.1625, 0.3161, -0.1689)
H (-1.7987, -0.0674, 1.7054)
H (-1.5790, 1.9798, 0.3878)
H (3.5475, -2.0141, 0.1213)
H (-0.9606, -0.1622, -2.2288)
H (-2.3349, 0.6589, -1.0433)
H (-0.1708, -0.8200, 1.8479)
H (1.9017, 1.2137, -0.6484)

Total charge = 0
E_LUMO = 0.3 eV
Spin multiplicity = 1

Atomic partial charges in e from the Mulliken method, atoms 1 to 8: -0.1375, -0.2011, -0.5728, -0.3197, -0.4986, 0.5068, -0.6754, -0.2448

***

3.
A single C4H7NOS2 molecule. Source: the OMol25 dataset; level of theory: ωB97M-V with the def2-TZVPD basis set.

Atoms and positions in Å:
S (0.5621, -1.9269, 0.7613)
S (-2.0563, -0.8472, -0.4363)
O (2.8876, 0.9764, -0.3202)
N (1.7995, 0.1322, -0.4214)
C (-2.1497, 1.5276, 0.8775)
C (-0.4786, -1.7017, -0.6979)
C (-1.4840, 0.7652, -0.0018)
C (1.7668, -0.6916, 0.5475)
H (-0.7504, -2.7032, -1.0585)
H (-1.8235, 2.5543, 1.0705)
H (2.7777, 1.5229, -1.1069)
H (0.1190, -1.2128, -1.4712)
H (-0.6147, 1.1079, -0.5148)
H (-3.0396, 1.1641, 1.4388)
H (2.4839, -0.6671, 1.3334)

Total charge = 0
SMILES = C=CSCS/C=N/O
E_LUMO = 0.8 eV
Spin multiplicity = 1

Atomic partial charges in e from the Mulliken method, atoms 1 to 8: -0.0561, -0.1050, -0.4423, -0.2129, -0.6162, -0.6279, -0.1153, -0.0811

***

Last place for stability: 2